The following is a quantum chemistry calculation of a cluster of 7 separate species, C35H78FN2O9 in total at a distorted geometry, from OMol25.

```
125
Properties=species:S:1:pos:R:3:forces:R:3:lowdin_charge:R:1
C -0.758144 0.310247 -1.701934 0.63 0.29 0.40 -0.059
C -1.606082 0.970774 -2.899714 2.92 1.52 -0.48 -0.428
C -0.520807 1.240780 -4.102409 -0.11 -1.03 -0.53 -0.032
C -2.085458 2.426492 -2.417620 -0.38 -0.43 0.62 -0.094
C -3.439356 2.417173 -1.526036 -0.14 0.73 -2.41 -0.161
C -3.970105 3.945420 -1.459904 -1.14 0.61 4.66 -0.301
O -4.320338 4.431182 -0.334743 1.63 -1.76 -4.80 0.052
N -4.123567 4.825490 -2.654220 2.75 -0.80 1.77 0.143
C -3.178450 5.947165 -2.634863 -1.03 5.02 -2.43 -0.332
O -3.455795 7.041156 -3.198226 1.55 -5.48 2.66 0.095
F -1.906717 5.875338 -1.982175 -3.10 -0.85 -1.07 0.042
C -4.533535 1.571686 -2.384665 1.37 0.47 0.47 -0.092
C -3.959357 0.117983 -2.753104 -3.65 -0.50 0.20 -0.450
C -4.014257 -0.793415 -1.423446 -0.60 -0.59 0.07 -0.034
C -5.060695 -0.535445 -3.775959 0.36 1.04 -0.28 -0.059
N -2.664594 0.103960 -3.495004 0.05 -1.92 3.28 -0.118
O -2.281245 -1.172177 -3.505505 -0.12 1.86 -1.12 -0.016
H 0.108913 1.049872 -1.476688 -1.49 -1.13 -0.43 0.099
H -1.338062 0.209299 -0.710507 0.79 -0.02 -1.62 0.081
H -0.232369 -0.676771 -1.999139 -1.27 1.55 0.44 0.101
H -0.408881 2.350232 -4.354148 0.09 -1.54 0.60 0.079
H 0.486208 0.723675 -3.851439 -1.61 1.21 -0.42 0.087
H -0.877380 0.723121 -5.077761 0.46 0.84 1.69 0.095
H -1.253189 2.867796 -1.756532 -1.11 -0.63 -1.28 0.140
H -2.205917 3.081778 -3.347676 0.02 -0.83 1.35 0.112
H -3.269308 1.982428 -0.483412 -0.38 0.90 -1.49 0.132
H -4.071035 4.273507 -3.523880 0.14 0.72 0.34 0.126
H -5.482599 1.513417 -1.729224 1.35 -0.13 -1.51 0.142
H -4.687292 2.147090 -3.364851 -0.18 -0.78 1.33 0.122
H -4.603996 -1.760640 -1.676195 1.08 1.61 0.43 0.092
H -4.649320 -0.251091 -0.617154 1.34 -0.89 -1.19 0.092
H -3.003406 -1.140856 -1.024907 -1.44 0.77 -0.49 0.078
H -6.143656 -0.349800 -3.410884 1.86 -0.41 -0.39 0.096
H -4.932859 0.057905 -4.765715 -0.33 -1.24 1.43 0.093
H -4.864227 -1.654183 -3.927199 -0.26 1.78 0.16 0.086
C 3.528604 -2.226442 -6.888836 0.04 -0.05 0.13 -0.080
C 2.869817 -0.928438 -7.325915 0.05 -0.06 0.08 -0.281
O 2.615895 -0.031158 -6.252753 -0.20 0.08 0.03 -0.175
C 3.749862 0.409763 -5.515783 0.03 0.02 -0.05 -0.275
C 4.772070 1.147576 -6.362221 0.02 0.04 -0.17 -0.072
H 2.910144 -2.736656 -6.143593 0.03 0.05 -0.12 0.084
H 3.666777 -2.890751 -7.746219 -0.04 0.06 0.07 0.078
H 4.507946 -2.055399 -6.438684 0.02 -0.01 -0.09 0.064
H 1.899978 -1.160258 -7.773392 -0.02 0.18 0.17 0.118
H 3.457513 -0.431346 -8.103985 0.09 -0.02 -0.01 0.104
H 4.208395 -0.433479 -4.988392 0.07 -0.02 -0.05 0.106
H 3.374627 1.088471 -4.743984 -0.17 -0.12 -0.16 0.117
H 5.187061 0.513732 -7.148544 0.06 -0.02 0.09 0.068
H 5.600341 1.496476 -5.740370 -0.08 -0.02 -0.03 0.080
H 4.311020 2.012365 -6.848024 0.03 -0.03 0.13 0.064
C -3.684681 2.220393 2.626830 0.10 0.01 0.00 -0.068
C -3.583974 0.745685 2.980031 0.06 0.13 0.00 -0.275
O -2.290859 0.196522 2.760037 0.00 -0.16 -0.20 -0.165
C -1.222630 0.783277 3.494083 -0.02 0.02 0.10 -0.269
C -1.398343 0.689385 4.999414 -0.13 -0.03 0.11 -0.078
H -3.407893 2.382400 1.580680 -0.10 0.04 0.16 0.051
H -4.705653 2.580008 2.780202 0.09 -0.03 -0.07 0.085
H -3.020450 2.833015 3.238617 -0.07 0.01 0.03 0.071
H -4.272757 0.183939 2.343503 0.21 -0.12 0.00 0.112
H -3.901477 0.565378 4.011765 0.00 0.06 0.05 0.103
H -1.073502 1.821321 3.178252 -0.03 0.05 0.06 0.108
H -0.315584 0.241614 3.209886 -0.22 -0.05 -0.10 0.108
H -2.289111 1.220923 5.341410 0.05 0.09 -0.02 0.068
H -0.533533 1.119606 5.510475 -0.03 -0.09 -0.06 0.083
H -1.502305 -0.354822 5.307158 0.12 0.09 -0.05 0.065
C 1.529679 6.662701 -7.815899 -0.14 -0.02 0.00 -0.081
C 2.649042 5.744131 -7.354111 -0.11 0.03 -0.03 -0.280
O 2.189521 4.491243 -6.863423 0.05 -0.06 0.17 -0.167
C 1.460075 3.683579 -7.779301 0.02 -0.03 -0.01 -0.276
C 2.250394 3.311125 -9.021940 0.12 0.05 -0.06 -0.075
H 0.822604 6.843349 -7.000038 0.12 0.01 -0.07 0.083
H 1.936685 7.621643 -8.147894 -0.02 -0.08 0.06 0.078
H 0.966871 6.234049 -8.646885 0.06 0.05 -0.05 0.064
H 3.180282 6.225164 -6.529004 -0.06 -0.23 0.05 0.118
H 3.386340 5.592136 -8.148495 -0.03 0.02 -0.09 0.105
H 0.516012 4.171828 -8.043793 0.02 0.04 -0.09 0.105
H 1.193689 2.767928 -7.242539 0.14 0.17 0.12 0.113
H 2.538770 4.189359 -9.602987 -0.09 -0.03 -0.04 0.067
H 1.656628 2.660671 -9.669175 0.04 0.03 0.07 0.080
H 3.169141 2.785659 -8.746056 -0.11 0.00 -0.02 0.066
C 3.376488 -2.145812 6.938680 0.11 0.01 -0.09 -0.075
C 1.868188 -1.960075 6.911949 0.09 0.00 -0.07 -0.280
O 1.384828 -1.418431 5.689795 -0.15 0.21 0.06 -0.175
C 1.642259 -2.180177 4.515816 0.05 -0.11 -0.01 -0.266
C 1.037330 -3.572524 4.552208 -0.08 -0.08 0.08 -0.069
H 3.882133 -1.192901 6.752653 -0.07 -0.09 0.06 0.084
H 3.695602 -2.529792 7.911506 -0.05 0.06 -0.06 0.078
H 3.714380 -2.849305 6.175534 -0.02 -0.06 0.05 0.057
H 1.587229 -1.254035 7.697748 -0.10 0.06 -0.20 0.115
H 1.352092 -2.897651 7.140944 0.05 -0.08 -0.01 0.106
H 2.719142 -2.223086 4.322623 0.00 -0.11 0.00 0.102
H 1.201561 -1.625385 3.682089 0.00 0.09 0.22 0.109
H 1.447592 -4.176021 5.364506 0.07 -0.02 -0.08 0.065
H 1.233201 -4.095828 3.612995 0.02 0.08 0.06 0.074
H -0.044964 -3.515435 4.701856 0.07 0.02 -0.05 0.079
C 4.818909 -6.227424 4.275712 0.06 0.08 0.09 -0.077
C 4.222180 -5.843771 2.931568 0.06 0.01 0.10 -0.278
O 4.269671 -4.447544 2.667200 -0.18 0.12 -0.01 -0.174
C 5.561794 -3.854290 2.632398 0.02 -0.05 -0.04 -0.282
C 6.473128 -4.448061 1.572058 -0.01 -0.11 -0.10 -0.081
H 4.306417 -5.698979 5.086102 0.01 -0.09 -0.09 0.074
H 4.723139 -7.303887 4.441422 -0.03 0.10 -0.02 0.079
H 5.878420 -5.973577 4.339079 0.00 -0.09 -0.03 0.066
H 3.166359 -6.126165 2.922698 0.03 0.23 -0.08 0.115
H 4.696805 -6.399600 2.117164 0.08 -0.03 0.02 0.105
H 6.025750 -3.902358 3.623299 0.06 -0.06 -0.01 0.105
H 5.410614 -2.792911 2.414154 -0.20 -0.15 0.05 0.119
H 6.664823 -5.508934 1.744299 0.07 0.06 0.05 0.065
H 7.435321 -3.929789 1.564911 -0.08 -0.02 0.01 0.078
H 6.018072 -4.354523 0.581843 0.04 0.04 0.09 0.083
C -5.540464 -1.414624 8.227029 -0.01 0.06 -0.13 -0.082
C -4.575554 -2.344701 8.944043 -0.01 0.06 -0.10 -0.280
O -3.492118 -2.775192 8.130736 0.02 -0.18 -0.02 -0.159
C -2.644088 -1.755034 7.617902 -0.01 0.01 0.07 -0.281
C -1.971341 -0.926443 8.698657 0.00 0.03 0.13 -0.074
H -5.944112 -1.898953 7.332183 0.02 0.02 0.13 0.082
H -6.370171 -1.145084 8.886190 0.07 -0.05 -0.05 0.077
H -5.055109 -0.490777 7.907551 -0.03 0.03 0.08 0.063
H -5.115093 -3.246006 9.245657 0.21 -0.05 -0.11 0.118
H -4.199591 -1.887898 9.864744 -0.01 0.09 0.00 0.104
H -3.199088 -1.118647 6.920606 0.00 0.07 0.05 0.096
H -1.872134 -2.258490 7.027971 -0.19 -0.12 0.08 0.112
H -2.696429 -0.393627 9.317077 0.03 0.06 -0.08 0.066
H -1.304514 -0.185956 8.249317 -0.04 -0.07 0.00 0.071
H -1.384806 -1.568549 9.362257 -0.02 0.04 -0.09 0.083
```
Positions in Å, forces in eV/Å.

Values from the calculation:
2S+1 = 2
largest force on an atom = 6.28 eV/Å
frontier orbital gap (spin up / spin down) = 9.738 / 9.032 eV
⟨S²⟩ = 0.754
total energy = -2266.6046 a.u.
HOMO (spin up / spin down) = -9.38 / -9.60 eV



The following is a quantum chemistry calculation of a cluster of 2 separate species, CH4OS3 in total at a distorted geometry, from OMol25.

```
9
Properties=species:S:1:pos:R:3:forces:R:3:lowdin_charge:R:1
C 0.849252 0.728367 0.212243 -0.12 -0.83 2.77 -0.486
O -0.911017 -1.995663 -0.771846 2.97 -3.17 -2.31 -0.520
S -0.960116 1.043921 0.323747 0.79 0.47 0.52 0.294
S 0.038354 -1.509199 -2.065235 -0.50 -0.85 0.60 0.657
S -1.208448 1.117069 2.269405 -0.28 -0.01 -0.22 0.137
H 1.500994 1.461566 0.809822 -1.30 -1.12 -0.81 0.072
H 1.107514 0.708374 -0.796983 0.52 0.12 -1.67 -0.048
H 0.897126 -0.341525 0.620259 0.50 1.62 -0.44 0.047
H -1.313660 -1.212912 -0.601412 -2.59 3.76 1.56 -0.154
```
Positions in Å, forces in eV/Å.

Values from the calculation:
2S+1 = 3
largest force on an atom = 4.92 eV/Å
frontier orbital gap (spin up / spin down) = 9.392 / 7.328 eV
⟨S²⟩ = 2.007
total energy = -1310.2029 a.u.
HOMO (spin up / spin down) = -8.97 / -9.29 eV



The following is a quantum chemistry calculation of the molecule C23H17ClN2O2S at a distorted geometry, from OMol25.

```
46
Properties=species:S:1:pos:R:3:forces:R:3:lowdin_charge:R:1
O -0.294883 -3.249531 0.993349 0.87 -0.58 -1.23 0.073
O 2.779973 -0.538738 2.905216 -0.23 0.11 -0.21 0.072
Cl 1.172680 -1.281937 -2.610729 0.15 -0.15 0.04 0.754
S 0.400666 3.558082 1.678418 0.40 0.00 0.07 1.085
C -0.270380 -2.704304 -0.120527 -1.65 0.71 2.03 -0.333
C 1.864191 -0.059126 2.245597 1.79 -1.02 1.60 -0.423
C 2.308698 2.370174 2.986641 -1.38 0.35 -0.78 -0.039
C 1.598537 1.350015 2.232356 -0.32 1.36 0.05 -0.167
C -0.651755 -1.282599 -0.112817 -0.29 1.49 -1.13 -0.097
C 0.551560 1.834404 1.478894 1.25 -0.53 0.24 -0.434
C 0.052006 -0.419370 0.691642 -0.39 0.30 -0.27 -0.124
C 1.791923 3.631333 2.773289 0.84 -1.83 0.69 -0.493
C 0.599333 -5.091518 -3.533439 0.25 -1.24 -0.73 -0.091
C -0.067901 -5.656962 -2.460691 -0.75 0.00 0.79 -0.064
C -3.717084 -0.944041 -2.394111 0.74 -0.24 0.24 -0.080
C -3.743972 0.426337 -2.631724 -0.04 -0.22 -0.16 -0.096
C 0.973232 -3.776641 -3.546189 0.59 0.99 -0.18 -0.119
C -0.400321 -4.818287 -1.391003 0.67 0.44 -0.58 -0.001
C -2.717056 -1.517814 -1.612668 0.41 0.25 0.65 -0.010
C -2.781495 1.234285 -2.056269 0.77 0.18 0.23 -0.038
C 0.690171 -2.946625 -2.475114 -0.84 -0.12 0.57 -0.557
C -0.021764 -3.447816 -1.362255 0.50 -1.22 -0.91 -0.154
C -1.713940 -0.716818 -1.020539 0.35 -0.13 0.09 -0.128
C -1.762054 0.662199 -1.254009 -0.90 0.61 0.18 -0.151
N 1.019255 -0.890385 1.574230 -1.32 1.10 -1.00 0.208
N -0.137267 0.990974 0.611362 -0.52 -0.40 0.36 0.003
C -0.778789 1.597480 -0.573026 0.51 -0.99 -0.75 -0.085
C 1.454729 5.884911 3.985619 -0.56 -0.50 -0.70 -0.110
C 2.434420 4.831759 3.424417 -0.76 0.92 -0.11 -0.252
H 3.126067 2.183486 3.679293 -0.19 -0.11 -0.32 0.127
H 0.872330 -5.703591 -4.399284 -0.15 0.15 0.34 0.115
H -0.368636 -6.729076 -2.428789 0.33 1.04 -0.16 0.121
H -4.447778 -1.576380 -2.854432 -0.38 -0.25 -0.08 0.096
H -4.522017 0.824791 -3.279254 0.19 0.09 0.18 0.104
H 1.549795 -3.355404 -4.372367 -0.29 -0.22 0.17 0.110
H -0.942529 -5.208963 -0.552501 -0.09 -0.05 0.36 0.113
H -2.700108 -2.577331 -1.337156 -0.25 0.29 -0.46 0.118
H -2.779264 2.323863 -2.275636 0.01 -0.83 0.38 0.124
H 1.037462 -1.890398 1.741438 0.14 0.16 0.06 0.147
H 0.020140 1.805075 -1.306921 -0.08 0.30 0.23 0.139
H -1.278427 2.532022 -0.314733 0.13 -0.11 0.21 0.107
H 1.990917 6.716303 4.397879 0.38 0.51 0.15 0.057
H 0.782554 6.278733 3.185122 0.44 -0.32 0.58 0.077
H 0.841344 5.478068 4.790515 -0.09 -0.10 -0.12 0.074
H 3.045143 5.337913 2.684634 0.21 0.12 -0.27 0.103
H 3.140295 4.531450 4.216271 -0.44 -0.30 -0.33 0.118
```
Positions in Å, forces in eV/Å.

Values from the calculation:
largest force on an atom = 2.71 eV/Å
frontier orbital gap = 7.243 eV
total energy = -2005.0493 a.u.
HOMO = -7.39 eV
SMILES = CCc1cc2c(s1)N1Cc3ccccc3C(C(=O)c3ccccc3Cl)=C1NC2=O



The following is a quantum chemistry calculation of the molecule C20H25N3O6S at a distorted geometry, from OMol25.

```
55
Properties=species:S:1:pos:R:3:forces:R:3:lowdin_charge:R:1
C 4.163204 2.699346 0.676374 -0.02 -0.22 0.08 -0.057
H 4.955261 3.059766 1.326521 0.10 0.07 0.05 0.078
H 4.546262 2.632987 -0.338617 0.05 0.03 -0.09 0.071
H 3.348698 3.419394 0.689457 -0.06 0.08 0.00 0.082
C 3.668129 1.340720 1.165447 0.41 0.43 0.13 -0.187
N 2.600960 0.831168 0.323499 -0.35 -0.02 0.24 -0.038
C 1.331610 1.056901 0.701347 -0.33 -0.10 -0.02 0.035
C 0.231133 0.648908 0.011045 0.08 0.03 -0.11 -0.015
C 0.376078 -0.053386 -1.247463 0.25 0.17 0.24 -0.311
O -0.564825 -0.434680 -1.938960 0.04 -0.08 -0.21 0.009
C 1.772641 -0.257093 -1.655488 0.18 0.07 0.13 -0.050
C 1.986311 -0.926502 -2.874525 0.42 -0.14 -0.27 0.094
C 3.270651 -1.130174 -3.280837 0.08 0.26 0.47 -0.186
C 4.349096 -0.681044 -2.502709 -0.48 -0.06 -0.09 -0.188
C 4.174769 -0.027525 -1.314625 0.30 -0.12 -0.19 0.080
C 2.854028 0.188602 -0.871596 -0.26 -0.37 -0.66 -0.120
H 5.037946 0.299378 -0.763937 0.10 0.07 0.11 0.117
O 5.518326 -0.998527 -3.123790 -0.16 0.29 0.52 0.050
C 5.158391 -1.669311 -4.315991 0.79 -0.51 -0.93 -0.149
O 3.753515 -1.739156 -4.405381 -0.43 0.06 0.10 0.046
H 5.558668 -1.118046 -5.181205 -0.14 -0.06 0.24 0.142
H 5.581163 -2.686315 -4.305678 -0.15 0.24 0.08 0.143
H 1.130462 -1.253804 -3.440612 -0.11 -0.03 -0.06 0.134
C -1.089896 0.993729 0.588528 0.07 -0.18 -0.16 -0.400
O -1.190632 1.919468 1.405625 0.06 0.44 0.04 -0.008
N -2.114292 0.236686 0.196412 0.07 -0.01 -0.12 0.138
H -1.937344 -0.499130 -0.490452 0.10 0.14 0.09 0.046
C -3.487429 0.413130 0.636441 -0.23 0.11 0.15 -0.202
C -4.452416 -0.283343 -0.325774 0.12 -0.06 0.24 -0.178
C -4.361207 -1.805259 -0.375674 0.27 -0.25 -0.27 -0.465
H -5.204850 -2.205731 -0.939477 -0.06 0.01 0.06 0.074
H -4.378038 -2.214005 0.632519 -0.09 0.00 -0.11 0.056
S -2.848763 -2.486590 -1.135836 -0.36 -0.23 -0.11 0.830
C -3.101319 -2.013035 -2.870593 0.07 0.01 0.56 -0.387
H -2.891054 -0.956813 -3.003345 0.00 0.08 -0.13 0.022
H -2.392610 -2.593866 -3.450323 0.04 -0.01 -0.12 0.029
H -4.118018 -2.258228 -3.164659 -0.06 -0.03 -0.11 0.034
H -5.467641 -0.029577 -0.010256 0.02 0.07 -0.04 0.125
H -4.298118 0.132627 -1.325184 -0.07 0.07 0.04 0.113
H -3.709220 1.490850 0.630555 0.06 -0.19 0.00 0.158
C -3.605488 -0.061711 2.108652 -0.11 0.58 -0.35 -0.433
O -4.083097 -1.121983 2.454622 -0.09 -0.45 0.11 0.064
N -3.122421 0.861364 2.960633 0.14 0.44 0.26 0.068
H -2.624352 1.646082 2.542866 -0.25 -0.28 -0.05 0.104
C -2.733092 0.537573 4.314333 0.34 -0.24 0.15 -0.146
H -3.314656 -0.327103 4.637932 0.01 0.10 0.04 0.119
H -2.946756 1.394432 4.957753 0.01 -0.10 0.04 0.123
C -1.232725 0.202417 4.371924 -0.45 -0.29 0.13 -0.248
O -0.406204 1.293514 4.060058 0.14 0.52 -0.25 -0.077
H -0.642245 1.625605 3.174461 0.11 -0.13 0.14 0.037
H -0.964598 -0.099195 5.387208 -0.05 -0.07 -0.06 0.116
H -1.036562 -0.639890 3.690333 -0.06 0.01 0.12 0.123
H 1.194419 1.589781 1.632874 0.06 0.02 0.02 0.141
H 4.483856 0.616109 1.196415 -0.13 0.00 0.07 0.117
H 3.274293 1.440484 2.179151 0.03 -0.14 -0.12 0.127
```
Positions in Å, forces in eV/Å.

Values from the calculation:
largest force on an atom = 1.32 eV/Å
frontier orbital gap = 8.368 eV
total energy = -1791.0733 a.u.
HOMO = -8.13 eV
SMILES = CCn1cc(C(=O)N[C@@H](CCSC)C(=O)NCCO)c(=O)c2cc3c(cc21)OCO3



- Look up the largest force on an atom of the first one.
  6.28 eV/Å



- Which value of largest force on an atom does entry 4 give?
  1.32 eV/Å